{
  "formula": "C3H6O2",
  "method": "the ωB97M-V functional and the def2-TZVPD basis",
  "homo_lumo_gap_ev": 11.097,
  "total_charge": 0,
  "smiles": "C[C@]1(O)CO1",
  "energy_ev": -7302.0564,
  "lumo_ev": 0.97,
  "elements": ["C", "C", "O", "C", "O", "H", "H", "H", "H", "H", "H"],
  "xyz": [[0.653937, 1.029745, 0.657277], [-0.256092, 0.037543, -0.025274], [-1.560351, 0.135785, 0.432327], [0.239519, -1.229028, -0.566682], [-0.150409, -0.135216, -1.418459], [0.083643, 1.914995, 0.949273], [1.452685, 1.324407, -0.027504], [1.102164, 0.593134, 1.555302], [-2.118086, -0.172180, -0.296720], [-0.424812, -2.093228, -0.573950], [1.305733, -1.455412, -0.577772]],
  "atomic_forces_ev_per_a": [[0.0012, 0.0373, -0.0314], [0.2684, 0.0099, 0.2056], [-0.1370, -0.0549, -0.1734], [0.0867, -0.2550, 0.0997], [-0.0139, 0.1659, -0.1766], [0.0896, -0.1042, -0.0908], [-0.0801, -0.0793, 0.1023], [-0.1178, 0.0629, -0.1239], [-0.0125, 0.0042, 0.2179], [0.0746, 0.1581, -0.0638], [-0.1592, 0.0550, 0.0344]],
  "lowdin_charge": [0.02, -0.61, 0.05, -0.06, 0.00, 0.09, 0.09, 0.09, 0.11, 0.12, 0.12]
}

{
  "formula": "C3H6O2",
  "method": "the ωB97M-V functional and the def2-TZVPD basis",
  "homo_lumo_gap_ev": 9.917,
  "total_charge": 0,
  "smiles": "O/C=C\\CO",
  "energy_ev": -7301.2883,
  "lumo_ev": 0.79,
  "elements": ["O", "C", "C", "C", "O", "H", "H", "H", "H", "H", "H"],
  "xyz": [[1.395484, 1.008130, -0.900795], [1.026016, -0.283639, -0.693998], [0.268896, -0.751901, 0.312481], [-0.783569, 0.147924, 0.896630], [-1.654464, 0.127475, -0.236243], [0.987582, 1.585222, -0.238305], [1.415587, -0.925218, -1.476566], [-0.020661, -1.799461, 0.309281], [-0.446069, 1.174649, 1.130268], [-1.256858, -0.236128, 1.811753], [-0.931944, -0.047053, -0.914507]],
  "atomic_forces_ev_per_a": [[-0.2666, 0.1137, -0.0265], [0.7384, -0.4991, 0.5839], [0.5345, -0.0617, -0.0612], [0.4695, -0.0927, 0.0983], [0.1178, 0.5011, -0.6298], [0.0988, -0.1448, -0.0934], [0.2744, -0.0085, 0.2508], [0.3717, 0.0845, -0.0327], [-0.0371, -0.2370, -0.0844], [-0.0232, -0.0199, -0.4833], [-2.2782, 0.3645, 0.4783]],
  "lowdin_charge": [0.02, -0.23, -0.09, -0.25, -0.09, 0.10, 0.12, 0.12, 0.11, 0.12, 0.08]
}

{
  "formula": "C3H6O2",
  "method": "the ωB97M-V functional and the def2-TZVPD basis",
  "homo_lumo_gap_ev": 10.128,
  "total_charge": 0,
  "smiles": "O[C@@H]1C[C@@H]1O",
  "energy_ev": -7301.0880,
  "lumo_ev": 0.83,
  "elements": ["O", "C", "C", "C", "O", "H", "H", "H", "H", "H", "H"],
  "xyz": [[-1.581542, -0.959616, -0.074222], [-0.797082, -0.004167, 0.438378], [-0.083198, 1.015922, -0.446743], [0.658997, 0.050202, 0.461964], [1.294321, -1.074062, -0.052056], [-0.999577, -1.689104, -0.599155], [-1.264825, 0.302098, 1.390822], [0.011695, 2.100639, -0.202603], [-0.377606, 0.650283, -1.474826], [1.196663, 0.481936, 1.260716], [1.942154, -0.874131, -0.702276]],
  "atomic_forces_ev_per_a": [[1.3455, -4.2266, -3.0892], [-0.5275, 2.5259, 3.2264], [-0.6699, -0.2012, -0.5283], [0.4818, -0.7516, -2.0997], [-0.6406, -1.1510, 0.4560], [-1.7799, 2.6009, 1.8809], [0.2524, 0.3254, -0.5674], [-0.4200, -1.0948, -0.4887], [1.0482, 0.9184, 0.9356], [0.1309, 0.5007, 1.0435], [0.7791, 0.5539, -0.7691]],
  "lowdin_charge": [-0.02, -0.42, -0.02, -0.33, 0.00, 0.19, 0.15, 0.11, 0.13, 0.13, 0.08]
}